Record 1
75
Properties=species:S:1:pos:R:3:forces:R:3 method="wB97M-V/def2-TZVPD" smiles="CC[C@H](Cl)c1ccc2nc(CCC(C)C)cnc2c1CC=O.O=S1(=O)CCCC1.O=S1(=O)CCCC1" gap_ev=8.7 e_lumo_ha=-0.0104
C 5.370 1.080 -2.192 -0.1 -0.1 0.2
C 3.982 0.464 -2.338 0.1 0.0 0.0
C 3.195 0.665 -3.656 -0.1 -0.3 0.2
Cl 3.940 1.843 -4.790 0.1 0.2 -0.2
C 1.753 1.017 -3.389 0.0 -0.2 0.0
C 0.764 0.122 -3.867 0.1 0.0 0.0
C -0.555 0.285 -3.576 -0.1 0.0 0.0
C -0.958 1.375 -2.784 0.1 0.2 0.2
N -2.276 1.529 -2.476 0.0 0.1 0.0
C -2.607 2.546 -1.725 0.3 0.1 0.0
C -4.043 2.732 -1.328 -0.1 -0.1 -0.1
C -4.492 1.926 -0.082 0.0 0.0 0.1
C -3.690 0.670 0.261 -0.2 -0.3 0.3
C -3.982 0.250 1.709 0.2 -0.1 -0.2
C -4.026 -0.480 -0.709 0.2 0.6 -0.1
C -1.610 3.472 -1.274 -0.1 -0.2 -0.1
N -0.347 3.352 -1.556 0.0 0.1 0.1
C 0.020 2.282 -2.317 -0.5 0.0 0.0
C 1.384 2.097 -2.625 0.2 0.0 0.0
C 2.353 3.102 -2.076 0.2 0.0 -0.1
C 2.590 3.011 -0.595 -0.3 0.2 0.2
O 2.243 2.107 0.124 0.1 0.1 -0.1
H 5.426 2.111 -2.538 0.0 0.0 -0.1
H 6.137 0.490 -2.691 0.0 0.1 -0.1
H 5.610 1.071 -1.132 0.2 0.0 0.0
H 3.350 0.814 -1.523 0.0 -0.1 0.0
H 4.086 -0.614 -2.196 -0.1 0.0 0.0
H 3.197 -0.269 -4.211 0.1 0.1 -0.1
H 1.070 -0.725 -4.470 0.1 0.0 0.0
H -1.315 -0.403 -3.926 0.0 0.0 0.0
H -4.661 2.469 -2.188 0.1 -0.1 0.0
H -4.212 3.792 -1.134 -0.1 0.0 0.0
H -5.525 1.605 -0.242 0.0 0.1 0.1
H -4.518 2.594 0.783 0.1 0.0 0.0
H -2.617 0.873 0.218 0.0 0.2 -0.1
H -3.888 1.086 2.403 0.0 0.0 0.0
H -3.273 -0.517 2.034 -0.1 0.0 0.0
H -4.984 -0.175 1.794 -0.1 0.1 0.0
H -4.384 -0.072 -1.655 0.1 -0.1 -0.1
H -4.804 -1.115 -0.298 0.0 -0.2 0.0
H -3.133 -1.059 -0.942 -0.1 -0.2 0.0
H -1.916 4.324 -0.674 0.0 0.0 0.0
H 2.018 4.116 -2.305 0.0 0.0 0.1
H 3.345 3.018 -2.533 -0.1 0.0 0.0
H 3.139 3.877 -0.176 0.1 0.0 0.0
C -3.680 -3.775 2.857 0.0 0.0 0.0
C -4.407 -5.112 3.062 0.0 0.0 0.0
C -5.344 -5.311 1.864 0.1 -0.1 0.2
S -4.579 -4.438 0.488 0.1 -0.1 0.1
O -5.435 -3.342 0.112 -0.1 0.0 -0.1
O -4.117 -5.377 -0.500 0.0 0.0 -0.1
C -3.193 -3.782 1.413 0.1 0.0 0.1
H -2.852 -3.652 3.554 0.0 0.0 0.0
H -4.372 -2.943 3.009 0.0 0.0 0.0
H -3.676 -5.922 3.098 0.0 0.0 0.0
H -4.963 -5.131 3.997 0.0 0.0 0.0
H -5.465 -6.352 1.578 0.0 0.0 0.0
H -6.318 -4.855 2.025 0.0 0.0 0.0
H -2.949 -2.800 1.014 0.0 0.0 -0.1
H -2.357 -4.467 1.269 0.0 0.0 0.0
C 3.894 0.301 3.157 0.0 0.0 0.0
C 4.973 1.358 3.431 0.0 0.0 0.0
C 6.333 0.716 3.126 -0.1 0.2 0.1
S 6.019 -0.529 1.864 -0.2 0.1 0.0
O 6.309 -1.831 2.408 0.1 0.0 0.0
O 6.601 -0.118 0.610 0.1 -0.1 0.0
C 4.241 -0.304 1.803 -0.1 0.1 0.0
H 2.896 0.735 3.149 0.0 0.0 0.0
H 3.922 -0.472 3.928 0.0 0.0 0.0
H 4.813 2.216 2.776 0.0 0.0 0.0
H 4.936 1.717 4.458 0.0 0.0 0.0
H 7.063 1.418 2.732 0.0 0.0 0.0
H 6.747 0.194 3.987 0.0 -0.1 0.0
H 3.779 -1.269 1.606 0.1 0.0 0.0
H 4.025 0.389 0.989 0.0 0.0 0.0


Record 2
18
Properties=species:S:1:pos:R:3:forces:R:3 method="wB97M-V/def2-TZVPD" smiles="C=CCC.CO" relative_energy_kcal_mol=88.19 gap_ev=9.1 e_lumo_ha=0.0363
C 0.722 2.290 -0.568 0.1 0.1 -0.1
C -0.315 1.552 0.265 -0.2 0.2 -0.1
C 0.321 0.277 0.774 -0.6 0.9 2.0
C -0.363 -0.814 1.293 -0.8 1.2 0.9
O 0.464 -2.055 0.055 0.8 0.0 -0.9
C -0.437 -2.327 -1.007 -0.2 0.1 -0.2
H 1.520 2.673 0.082 -0.1 -0.1 -0.1
H 0.312 3.136 -1.118 0.0 0.0 -0.1
H 1.183 1.574 -1.245 0.1 0.2 -0.3
H -1.254 1.355 -0.263 0.2 -0.1 -0.3
H -0.621 2.255 1.066 0.2 -0.6 0.1
H 0.789 -0.983 -0.020 -0.4 -2.0 -0.5
H 1.232 0.498 1.324 0.2 0.0 0.0
H -0.073 -1.301 2.224 0.4 -0.3 -0.5
H -1.410 -0.995 1.047 0.2 0.1 -0.1
H 0.040 -2.594 -1.955 0.3 -0.2 0.3
H -0.975 -1.400 -1.221 -0.5 0.0 0.0
H -1.135 -3.140 -0.735 0.3 0.4 0.0


Record 3
8
Properties=species:S:1:pos:R:3:forces:R:3 method="wB97M-V/def2-TZVPD" relative_energy_kcal_mol=54.31 gap_ev="7.7 / 6.9" e_lumo_ha="-0.0634 / -0.0724"
C -0.587 0.298 -1.073 1.5 -0.7 0.3
O 2.150 -0.212 1.854 0.9 -0.3 0.1
S 0.495 -0.364 -2.367 -0.2 0.1 0.3
S 0.808 0.300 1.718 -0.8 -0.1 1.0
Cl -0.551 -1.179 2.290 0.3 0.4 -0.2
H 0.113 0.709 -0.250 -1.6 -0.5 -1.6
H -1.166 -0.556 -0.689 0.3 0.3 0.2
H -1.262 1.005 -1.483 -0.5 0.9 -0.1


Record 4
62
Properties=species:S:1:pos:R:3:forces:R:3 method="wB97M-V/def2-TZVPD" spin_multiplicity=2 relative_energy_kcal_mol=0.00 charge=+2 gap_ev="2.6 / 2.5" s2=0.78 e_lumo_ha="-0.3310 / -0.3323"
O 3.133 4.152 1.161 -0.6 -4.3 -0.7
C 2.979 3.005 1.031 0.9 5.1 0.5
Cr 2.668 1.130 1.057 -0.3 0.5 0.8
C 1.210 1.547 2.177 -3.4 1.3 2.7
O 0.361 1.887 2.900 2.7 -1.3 -2.5
C 3.722 1.149 2.639 2.9 0.6 4.3
O 4.320 1.279 3.630 -2.2 -0.7 -3.7
C 4.018 0.459 -0.514 1.2 0.1 -0.5
C 2.920 1.128 -1.075 0.0 0.1 -0.5
C 1.618 0.734 -0.740 -1.4 0.2 -1.2
C 1.385 -0.384 0.100 -0.3 0.3 0.7
C 0.039 -0.728 0.529 -1.1 0.2 0.8
C -1.089 -0.844 1.005 3.3 -0.3 -1.2
C -2.346 -0.973 1.528 -2.2 1.8 -0.1
C -3.299 0.062 1.259 0.5 -0.2 0.0
C -4.635 0.008 1.750 -0.4 -0.1 0.3
C -5.543 1.030 1.484 0.2 -0.4 0.2
C -5.150 2.159 0.747 0.1 -0.5 0.2
C -3.837 2.254 0.264 1.0 -0.5 0.0
C -2.928 1.223 0.507 -0.2 0.6 -0.2
C 2.504 -0.963 0.735 -0.6 -1.8 0.4
C 3.808 -0.577 0.404 0.5 -0.2 -0.1
H 5.033 0.773 -0.770 -0.4 -0.2 0.1
H 3.076 1.970 -1.752 -0.1 -0.2 0.3
H 0.758 1.293 -1.119 0.4 -0.3 0.0
H -2.610 -1.803 2.172 0.2 -0.1 -0.1
H -4.912 -0.854 2.361 -0.1 0.4 -0.2
H -6.562 0.956 1.868 0.3 0.0 -0.1
H -5.859 2.967 0.564 0.2 -0.2 0.0
H -3.507 3.134 -0.295 -0.2 -0.3 0.2
H -1.895 1.297 0.154 -0.5 0.1 0.0
H 2.331 -1.726 1.496 0.1 0.2 -0.3
H 4.652 -1.077 0.880 -0.2 0.3 -0.1
C -4.798 -5.536 8.489 0.1 0.0 -0.3
Sn -3.504 -4.614 7.043 -0.4 0.0 -0.5
C -3.664 -2.485 7.117 0.1 -0.1 0.0
C -1.525 -5.415 7.191 -0.1 0.1 -0.1
C -4.201 -5.161 4.854 0.4 0.6 1.2
C -5.577 -4.645 4.744 0.4 0.5 0.0
C -5.554 -3.551 3.829 -0.3 -0.5 0.4
C -6.737 -2.836 3.596 0.1 -0.3 0.1
C -7.899 -3.202 4.279 0.2 0.2 -0.3
C -7.899 -4.251 5.212 0.3 -0.1 0.0
C -6.726 -4.966 5.471 -0.2 0.2 -0.4
C -4.198 -3.386 3.339 0.1 -0.9 0.6
C -3.382 -4.327 3.961 -0.7 0.1 -0.3
H -4.718 -6.627 8.412 -0.1 0.3 0.1
H -4.455 -5.210 9.480 -0.2 -0.1 -0.2
H -5.834 -5.217 8.328 0.3 -0.1 0.2
H -3.052 -2.044 6.322 -0.1 0.0 0.2
H -4.714 -2.200 6.982 0.3 0.0 0.1
H -3.304 -2.164 8.103 -0.1 0.1 -0.3
H -0.900 -5.006 6.391 0.0 -0.1 0.2
H -1.119 -5.128 8.168 0.0 -0.1 -0.3
H -1.567 -6.507 7.115 0.1 0.3 0.0
H -4.023 -6.221 5.062 0.1 0.1 -0.6
H -6.716 -2.019 2.875 -0.3 -0.1 0.2
H -8.820 -2.656 4.081 0.2 -0.1 0.1
H -8.819 -4.508 5.735 0.2 0.1 -0.1
H -6.684 -5.749 6.231 -0.2 0.1 -0.3
H -3.954 -2.699 2.539 0.0 -0.3 0.3
H -2.303 -4.442 3.843 -0.4 -0.1 -0.2